No. 1
{
  "formula": "C53H42N6O4Pt",
  "method": "ωB97M-V/def2-TZVPD",
  "symbols": ["Pt", "C", "O", "C", "C", "C", "C", "C", "C", "C", "C", "C", "C", "C", "N", "C", "C", "C", "C", "C", "C", "C", "C", "C", "C", "O", "C", "C", "C", "C", "N", "C", "C", "C", "C", "C", "C", "O", "C", "C", "C", "C", "C", "C", "C", "N", "C", "C", "N", "C", "C", "C", "C", "O", "C", "C", "C", "H", "H", "H", "H", "H", "H", "H", "H", "H", "H", "H", "H", "H", "H", "H", "H", "H", "H", "H", "H", "H", "H", "H", "H", "H", "H", "H", "H", "H", "H", "H", "H", "H", "H", "H", "H", "N", "C", "C", "C", "N", "C", "C", "H", "H", "H", "H", "H", "H"],
  "xyz": [[-0.35, -1.58, 0.13], [0.10, 5.71, 4.68], [0.16, 4.62, 5.56], [0.17, 3.37, 5.00], [0.19, 3.12, 3.64], [0.21, 1.82, 3.18], [0.21, 0.74, 4.07], [0.19, 0.99, 5.43], [0.18, 2.29, 5.89], [0.11, -0.54, 3.33], [-1.23, -0.82, 2.92], [-2.37, -0.55, 3.71], [-3.45, -0.56, 2.85], [-2.94, -0.82, 1.56], [-1.59, -1.04, 1.63], [-3.65, -0.58, 0.36], [-3.16, -0.87, -0.90], [-3.81, -0.45, -2.11], [-2.91, -0.60, -3.12], [-1.73, -1.16, -2.53], [-0.55, -1.34, -3.23], [-0.18, -0.24, -4.16], [-0.09, -0.21, -5.54], [0.36, 0.94, -6.17], [0.73, 2.06, -5.44], [1.19, 3.13, -6.16], [1.68, 4.24, -5.45], [0.62, 2.04, -4.05], [0.17, 0.90, -3.43], [0.60, -2.02, -2.69], [0.90, -2.01, -1.38], [2.22, -2.37, -1.29], [3.04, -2.10, -0.17], [4.43, -1.68, -0.50], [5.61, -2.38, -0.31], [6.82, -1.77, -0.57], [6.88, -0.45, -1.01], [8.13, 0.10, -1.15], [8.21, 1.50, -1.30], [5.69, 0.23, -1.26], [4.49, -0.39, -1.01], [2.56, -1.72, 1.07], [3.40, -1.28, 2.16], [2.57, -0.79, 3.12], [1.23, -0.96, 2.64], [1.25, -1.56, 1.41], [2.71, -2.72, -2.57], [1.69, -2.48, -3.45], [-1.91, -1.35, -1.19], [-4.64, 0.53, 0.44], [-6.02, 0.47, 0.45], [-6.76, 1.64, 0.47], [-6.13, 2.89, 0.47], [-6.95, 3.98, 0.46], [-6.35, 5.25, 0.37], [-4.74, 2.95, 0.47], [-4.02, 1.77, 0.47], [0.09, 6.61, 5.31], [-0.81, 5.69, 4.08], [0.98, 5.75, 4.02], [0.18, 3.92, 2.91], [0.21, 1.63, 2.12], [0.18, 0.17, 6.13], [0.17, 2.51, 6.95], [-2.35, -0.36, 4.76], [-4.48, -0.39, 3.09], [-4.81, -0.07, -2.18], [-3.04, -0.38, -4.16], [-0.36, -1.08, -6.12], [0.44, 0.98, -7.24], [2.06, 4.94, -6.20], [2.50, 3.95, -4.79], [0.90, 4.72, -4.87], [0.90, 2.89, -3.45], [0.09, 0.88, -2.35], [5.59, -3.39, 0.07], [7.76, -2.29, -0.41], [9.27, 1.75, -1.23], [7.66, 2.02, -0.51], [7.83, 1.82, -2.28], [5.69, 1.25, -1.62], [3.57, 0.15, -1.19], [4.47, -1.35, 2.17], [2.82, -0.38, 4.08], [3.71, -3.06, -2.76], [1.69, -2.61, -4.52], [-6.53, -0.48, 0.44], [-7.84, 1.62, 0.48], [-7.17, 5.97, 0.34], [-5.76, 5.34, -0.54], [-5.72, 5.46, 1.24], [-4.21, 3.89, 0.47], [-2.94, 1.82, 0.46], [-1.61, -7.98, 1.27], [-1.36, -6.67, 1.01], [-2.13, -5.65, 1.59], [-1.80, -4.34, 1.33], [-0.79, -3.98, 0.55], [-0.05, -4.94, 0.01], [-0.29, -6.28, 0.20], [-2.49, -8.22, 1.70], [-1.17, -8.68, 0.69], [-2.95, -5.88, 2.25], [-2.38, -3.54, 1.76], [0.77, -4.61, -0.61], [0.35, -7.01, -0.27]],
  "orbital_gap_ha": [0.197, 0.196],
  "homo_ev": [-6.47, -6.45]
}

No. 2
{
  "formula": "C53H43HfIN2O6P2Si",
  "method": "ωB97M-V/def2-TZVPD",
  "symbols": ["Hf", "C", "Si", "C", "C", "C", "C", "C", "C", "P", "C", "C", "C", "C", "C", "C", "C", "C", "C", "C", "C", "C", "C", "C", "C", "C", "C", "C", "P", "C", "C", "C", "C", "C", "C", "C", "C", "C", "C", "C", "C", "H", "H", "H", "H", "H", "H", "H", "H", "H", "H", "H", "H", "H", "H", "H", "H", "H", "H", "H", "H", "H", "H", "H", "H", "H", "H", "H", "H", "H", "H", "H", "C", "C", "N", "C", "C", "C", "O", "C", "C", "N", "C", "C", "C", "C", "C", "C", "I", "C", "O", "H", "H", "H", "H", "H", "H", "H", "H", "H", "H", "H", "H", "O", "C", "O", "C", "O", "O"],
  "xyz": [[-2.55, 0.28, 1.11], [0.34, -3.55, 1.68], [0.47, -1.66, 1.49], [2.27, -1.30, 1.03], [3.14, -1.49, 2.09], [4.51, -1.42, 1.92], [5.03, -1.18, 0.66], [4.18, -1.01, -0.41], [2.80, -1.05, -0.24], [1.61, -0.83, -1.61], [1.46, -2.59, -2.10], [2.20, -3.63, -1.54], [1.93, -4.94, -1.90], [0.94, -5.23, -2.82], [0.21, -4.20, -3.39], [0.47, -2.89, -3.03], [2.68, -0.15, -2.94], [2.65, -0.66, -4.23], [3.27, 0.02, -5.27], [3.91, 1.22, -5.03], [3.97, 1.72, -3.74], [3.36, 1.05, -2.70], [0.01, -0.82, 3.14], [-0.05, -1.63, 4.28], [-0.33, -1.12, 5.53], [-0.54, 0.23, 5.67], [-0.47, 1.06, 4.57], [-0.22, 0.56, 3.30], [0.32, 1.60, 1.84], [1.63, 2.29, 2.95], [1.30, 3.28, 3.89], [2.19, 3.66, 4.87], [3.45, 3.08, 4.92], [3.81, 2.15, 3.96], [2.90, 1.75, 2.99], [-0.50, 3.25, 1.50], [-1.81, 3.44, 1.08], [-2.23, 4.66, 0.56], [-1.33, 5.70, 0.39], [-0.01, 5.51, 0.76], [0.40, 4.30, 1.29], [1.15, -3.95, 2.29], [0.41, -4.03, 0.70], [-0.60, -3.86, 2.12], [2.73, -1.70, 3.07], [5.17, -1.56, 2.77], [6.10, -1.14, 0.51], [4.59, -0.86, -1.40], [2.97, -3.42, -0.82], [2.50, -5.74, -1.45], [0.73, -6.26, -3.08], [-0.58, -4.42, -4.10], [-0.12, -2.09, -3.45], [2.14, -1.59, -4.42], [3.23, -0.39, -6.27], [4.36, 1.76, -5.85], [4.49, 2.65, -3.55], [3.40, 1.46, -1.70], [0.13, -2.69, 4.17], [-0.36, -1.78, 6.38], [-0.76, 0.65, 6.64], [-0.63, 2.12, 4.72], [0.33, 3.76, 3.85], [1.90, 4.40, 5.60], [4.14, 3.36, 5.70], [4.80, 1.72, 3.97], [3.19, 1.00, 2.27], [-2.54, 2.63, 1.13], [-3.26, 4.79, 0.27], [-1.65, 6.63, -0.05], [0.71, 6.30, 0.61], [1.44, 4.18, 1.54], [0.55, 2.55, -1.57], [-0.26, 1.57, -2.34], [0.05, 1.44, -3.61], [-0.59, 0.56, -4.36], [-1.60, -0.24, -3.89], [-2.27, -1.24, -4.81], [-3.25, -0.65, -5.64], [-2.00, -0.10, -2.54], [-3.18, -0.73, -2.04], [-3.37, -0.84, -0.77], [-4.67, -0.91, -0.21], [-5.74, -1.69, -0.61], [-6.96, -1.45, 0.00], [-7.09, -0.44, 0.94], [-5.99, 0.31, 1.34], [-4.74, 0.08, 0.79], [-3.48, 1.52, 3.56], [-1.32, 0.84, -1.71], [-1.67, 1.14, -0.47], [1.33, 2.94, -2.21], [1.00, 2.05, -0.71], [-0.07, 3.36, -1.20], [-0.26, 0.51, -5.39], [-2.69, -2.07, -4.24], [-1.53, -1.64, -5.51], [-3.88, -0.17, -5.09], [-3.99, -0.98, -2.73], [-5.62, -2.48, -1.34], [-7.83, -2.05, -0.26], [-8.06, -0.26, 1.39], [-6.14, 1.05, 2.11], [-3.29, -3.33, 1.35], [-2.60, -2.34, 1.27], [-2.52, -1.37, 2.11], [-1.60, -2.18, 0.11], [-1.48, -2.92, -0.82], [-0.71, -1.18, 0.39]],
  "orbital_gap_ha": 0.256,
  "homo_ev": -7.96
}

No. 3
{
  "formula": "C53H44Cl3MnN5O7S",
  "method": "ωB97M-V/def2-TZVPD",
  "symbols": ["Mn", "Cl", "C", "C", "C", "Cl", "C", "C", "C", "C", "N", "C", "C", "O", "H", "H", "H", "H", "C", "O", "C", "C", "C", "C", "C", "C", "N", "C", "N", "C", "C", "C", "C", "C", "C", "O", "C", "N", "C", "C", "C", "C", "C", "C", "O", "C", "H", "H", "H", "H", "H", "H", "H", "H", "H", "H", "H", "H", "H", "H", "H", "H", "H", "H", "H", "H", "H", "H", "Cl", "C", "C", "C", "C", "C", "C", "C", "H", "H", "H", "H", "H", "H", "O", "C", "N", "C", "O", "C", "C", "C", "C", "C", "C", "H", "H", "H", "H", "C", "S", "O", "C", "C", "C", "C", "C", "C", "H", "H", "H", "H", "H", "H", "H", "H"],
  "xyz": [[-0.06, 1.03, 1.06], [0.92, 4.29, 4.64], [0.88, 2.59, 5.02], [1.35, 2.19, 6.27], [1.35, 0.87, 6.63], [1.92, 0.42, 8.23], [0.89, -0.12, 5.73], [0.87, -1.51, 6.00], [0.45, -2.38, 5.04], [0.03, -1.87, 3.80], [0.01, -0.59, 3.53], [0.43, 0.29, 4.46], [0.36, 1.70, 4.05], [-0.11, 2.06, 2.94], [1.72, 2.94, 6.95], [1.20, -1.86, 6.97], [0.44, -3.45, 5.22], [-0.29, -2.54, 3.00], [-0.68, -0.61, -7.27], [-0.86, -0.38, -5.89], [-1.82, 0.52, -5.52], [-2.69, 1.14, -6.39], [-3.63, 2.06, -5.91], [-3.66, 2.35, -4.56], [-2.78, 1.74, -3.68], [-1.85, 0.81, -4.14], [-0.93, 0.17, -3.33], [-0.94, 0.14, -1.92], [-2.16, -0.16, -1.43], [-2.65, -0.24, -0.10], [-1.94, 0.18, 1.02], [-2.69, 0.10, 2.22], [-3.98, -0.39, 2.30], [-4.64, -0.84, 1.16], [-3.96, -0.74, -0.04], [-4.59, -1.13, -1.24], [-5.57, -0.20, -1.65], [0.10, 0.38, -1.22], [1.33, 0.59, -1.88], [1.97, 1.82, -1.81], [3.24, 2.00, -2.34], [3.89, 0.93, -2.94], [3.25, -0.30, -3.06], [1.96, -0.45, -2.56], [1.21, -1.57, -2.71], [1.85, -2.75, -3.10], [0.16, -1.30, -7.35], [-0.45, 0.31, -7.80], [-1.57, -1.07, -7.72], [-2.66, 0.92, -7.45], [-4.31, 2.54, -6.60], [-4.37, 3.07, -4.17], [-2.78, 2.00, -2.63], [-0.15, -0.28, -3.78], [-2.83, -0.47, -2.12], [-2.22, 0.47, 3.12], [-4.49, -0.43, 3.26], [-5.64, -1.25, 1.19], [-6.39, -0.13, -0.92], [-5.97, -0.55, -2.61], [-5.14, 0.80, -1.78], [1.47, 2.62, -1.28], [3.73, 2.97, -2.26], [4.90, 1.04, -3.32], [3.75, -1.13, -3.53], [1.13, -3.56, -3.04], [2.68, -2.97, -2.43], [2.21, -2.66, -4.14], [0.77, 8.43, 1.40], [0.26, 6.79, 1.05], [-0.52, 6.09, 1.97], [-0.95, 4.81, 1.69], [-0.63, 4.17, 0.47], [-1.12, 2.83, 0.17], [0.16, 4.91, -0.43], [0.60, 6.19, -0.15], [-0.77, 6.56, 2.92], [-1.52, 4.27, 2.42], [-1.07, 2.64, -0.91], [-2.11, 2.65, 0.57], [0.42, 4.47, -1.38], [1.20, 6.74, -0.87], [1.94, 1.77, 0.95], [2.49, 0.68, 1.13], [1.77, -0.45, 1.32], [2.64, -1.47, 1.62], [2.38, -2.62, 1.94], [4.06, -0.93, 1.52], [5.29, -1.54, 1.65], [6.42, -0.76, 1.45], [6.32, 0.59, 1.13], [5.07, 1.20, 1.00], [3.96, 0.41, 1.20], [5.36, -2.60, 1.90], [7.41, -1.20, 1.54], [7.22, 1.17, 0.97], [4.96, 2.25, 0.76], [-1.22, -3.01, -1.09], [0.11, -2.79, 0.13], [1.37, -3.17, -0.59], [-0.36, -4.22, 1.11], [0.53, -5.27, 1.22], [0.20, -6.36, 2.01], [-1.00, -6.39, 2.69], [-1.89, -5.33, 2.58], [-1.57, -4.23, 1.79], [-1.32, -4.05, -1.38], [-0.93, -2.39, -1.94], [-2.14, -2.62, -0.66], [1.47, -5.20, 0.68], [0.90, -7.19, 2.10], [-1.25, -7.24, 3.32], [-2.83, -5.34, 3.12], [-2.25, -3.40, 1.72]],
  "multiplicity": 2,
  "e_above_lowest_ev": 0.000,
  "charge": -2,
  "orbital_gap_ha": [0.181, 0.160],
  "homo_ev": [-1.40, -0.82]
}

No. 4
{
  "formula": "C53H44F3I2N4O6P2S3Tl",
  "method": "ωB97M-V/def2-TZVPD",
  "symbols": ["Tl", "O", "C", "C", "C", "C", "C", "C", "P", "C", "C", "C", "C", "C", "C", "C", "C", "C", "C", "C", "C", "C", "C", "C", "C", "C", "C", "P", "C", "C", "C", "C", "C", "C", "C", "C", "C", "C", "C", "C", "H", "H", "H", "H", "H", "H", "H", "H", "H", "H", "H", "H", "H", "H", "H", "H", "H", "H", "H", "H", "H", "H", "H", "H", "H", "H", "H", "H", "I", "I", "S", "C", "N", "O", "S", "N", "F", "C", "F", "F", "C", "C", "C", "N", "C", "C", "H", "H", "H", "H", "C", "C", "C", "C", "C", "C", "C", "S", "O", "O", "N", "C", "C", "C", "O", "O", "H", "H", "H", "H", "H", "H", "H", "H", "H", "H", "H", "H"],
  "xyz": [[-0.59, 0.52, -0.81], [-1.92, 0.21, 3.24], [-1.46, 1.24, 4.09], [-0.97, 1.01, 5.39], [-0.99, 2.09, 6.32], [-1.27, 3.35, 5.92], [-1.67, 3.55, 4.56], [-1.52, 2.55, 3.57], [-1.36, 3.00, 1.79], [-0.10, 4.29, 1.94], [1.22, 4.00, 1.51], [2.22, 4.90, 1.71], [1.97, 6.03, 2.42], [0.71, 6.38, 2.78], [-0.34, 5.56, 2.47], [-2.81, 4.04, 1.35], [-2.68, 4.93, 0.27], [-3.74, 5.62, -0.30], [-5.04, 5.50, 0.24], [-5.18, 4.69, 1.35], [-4.08, 3.98, 1.94], [-2.76, -0.75, 3.78], [-3.83, -0.41, 4.58], [-4.46, -1.31, 5.42], [-4.05, -2.64, 5.38], [-3.02, -3.00, 4.52], [-2.44, -2.13, 3.61], [-1.37, -2.73, 2.27], [-0.22, -3.78, 3.19], [0.12, -3.65, 4.57], [1.21, -4.36, 5.13], [2.07, -5.00, 4.23], [1.77, -5.11, 2.88], [0.60, -4.61, 2.40], [-2.58, -3.89, 1.46], [-3.02, -5.08, 2.04], [-4.31, -5.49, 1.78], [-5.15, -4.81, 0.86], [-4.66, -3.73, 0.21], [-3.37, -3.28, 0.47], [-0.58, 0.04, 5.75], [-0.61, 1.85, 7.30], [-1.07, 4.20, 6.58], [-1.93, 4.54, 4.24], [1.39, 3.06, 0.97], [3.16, 4.76, 1.23], [2.80, 6.73, 2.53], [0.60, 7.39, 3.18], [-1.35, 5.81, 2.74], [-1.72, 5.02, -0.25], [-3.46, 6.34, -1.09], [-5.91, 5.97, -0.20], [-6.10, 4.48, 1.92], [-4.24, 3.56, 2.92], [-4.08, 0.69, 4.67], [-5.37, -0.97, 6.04], [-4.52, -3.38, 5.98], [-2.73, -4.08, 4.59], [-0.44, -3.01, 5.20], [1.41, -4.25, 6.17], [3.00, -5.44, 4.64], [2.39, -5.78, 2.25], [0.28, -4.92, 1.42], [-2.42, -5.57, 2.82], [-4.72, -6.26, 2.41], [-6.16, -5.10, 0.78], [-5.27, -3.20, -0.53], [-2.99, -2.53, -0.20], [-0.98, 2.11, -3.60], [-0.90, 4.88, -3.18], [-4.99, -0.32, 0.93], [-3.85, 0.54, 0.15], [-3.02, 1.18, -0.39], [3.93, -0.46, 2.08], [2.74, 0.09, 1.42], [2.58, 0.56, 0.05], [7.29, 4.62, -4.41], [5.92, 4.74, -4.73], [5.76, 6.03, -5.21], [5.69, 3.91, -5.77], [5.07, 4.49, -3.44], [5.28, 3.41, -2.56], [4.54, 3.32, -1.41], [3.63, 4.24, -1.12], [3.37, 5.26, -1.90], [4.04, 5.40, -3.13], [5.99, 2.60, -2.72], [4.70, 2.58, -0.59], [2.70, 6.04, -1.54], [3.81, 6.26, -3.77], [6.88, -3.64, -6.62], [5.39, -3.67, -6.36], [4.72, -2.49, -6.04], [3.35, -2.40, -6.06], [2.57, -3.54, -6.31], [3.21, -4.78, -6.39], [4.63, -4.83, -6.40], [0.74, -3.34, -6.42], [0.20, -4.63, -6.86], [0.71, -2.14, -7.24], [-0.10, -2.95, -5.08], [-0.99, -3.84, -4.40], [-1.90, -3.13, -3.30], [-1.39, -1.78, -2.62], [-1.64, -1.68, -1.37], [-0.66, -0.98, -3.30], [7.24, -4.58, -6.19], [7.28, -2.77, -6.10], [7.11, -3.57, -7.73], [5.25, -1.55, -5.79], [2.88, -1.42, -6.05], [2.73, -5.75, -6.50], [5.17, -5.81, -6.57], [-0.10, -1.98, -4.69], [-0.39, -4.66, -3.93], [-1.56, -4.36, -5.12], [-2.11, -3.85, -2.48], [-2.84, -2.94, -3.83]],
  "orbital_gap_ha": [0.134, 0.089],
  "homo_ev": [-8.27, -7.11]
}

no.,largest force on an atom (eV/A),calculated total energy (eV)
1,1.8,-76018.184
2,2.9,-106790.606
3,1.1,-157181.273
4,2.7,-154042.789